# C2H8O

A 2-piece molecular cluster, C2H8O overall in a non-equilibrium geometry (wB97M-V/def2-TZVPD, the OMol25 dataset).

```
11
Properties=species:S:1:pos:R:3:forces:R:3
C 0.03658 2.77995 3.28898 3.70 -5.84 -2.71
H 0.10298 1.84403 3.92878 0.19 0.82 -0.82
H -0.46102 3.37295 3.85070 -3.65 4.46 3.20
H -0.43730 2.44600 2.34808 0.17 0.63 0.48
H 1.06415 3.13789 3.14033 -0.40 -0.08 -0.15
C 0.59614 -1.83356 -1.73007 -3.35 -0.54 1.44
O -0.72458 -1.21056 -1.87120 0.86 -0.52 1.90
H 1.40773 -1.19221 -1.92068 0.98 0.76 -0.20
H 0.55073 -2.22913 -0.69912 0.60 0.34 -0.46
H 0.47471 -2.65589 -2.37793 1.03 -1.19 -0.90
H -0.70163 -0.71748 -2.65404 -0.12 1.15 -1.77
```
Forces are in eV/Å.

Results
- Charge: 0
- SMILES: CO.C
- Electronic energy: -4249.8604 eV

# C2H8O2

A 2-piece molecular cluster, C2H8O2 overall in a non-equilibrium geometry (wB97M-V/def2-TZVPD, the OMol25 dataset).

```
12
Properties=species:S:1:pos:R:3:forces:R:3
O 0.56660 0.77321 0.53438 -1.28 1.25 0.38
C 1.95050 0.62251 0.61949 1.59 -0.23 -1.48
H 0.37333 1.38431 -0.20696 0.21 -0.43 0.76
H 2.29140 -0.16519 1.31227 -0.74 0.34 -0.17
H 2.49755 1.55268 0.84778 -0.36 -0.23 0.08
H 2.19485 0.31454 -0.41106 1.01 -0.08 0.47
O -0.79346 -1.32097 -0.14018 1.16 -0.43 0.21
C -1.97807 -0.75564 -0.55927 -1.01 0.21 -0.31
H -0.16490 -0.58614 0.01898 -0.34 -0.61 0.17
H -2.01694 0.32072 -0.32148 -0.19 -0.19 -0.06
H -2.81438 -1.25968 -0.04630 0.11 0.28 -0.24
H -2.10648 -0.88036 -1.64765 -0.16 0.11 0.19
```
Forces are in eV/Å.

Results
- Charge: 0
- SMILES: CO.CO
- Electronic energy: -6297.4819 eV

# C2H8O2

A 2-piece molecular cluster, C2H8O2 overall in a non-equilibrium geometry (wB97M-V/def2-TZVPD, the OMol25 dataset).

```
12
Properties=species:S:1:pos:R:3:forces:R:3
C 1.57206 1.05515 1.46156 -1.18 -0.07 -0.85
O 0.98619 0.37357 0.32791 -0.15 0.59 -0.11
H 0.42081 1.02002 -0.12870 0.41 -0.50 0.31
H 1.43949 2.12606 1.31004 0.46 0.13 0.18
H 0.97416 0.78961 2.33752 0.56 -0.12 0.24
H 2.61964 0.77261 1.49641 -0.03 0.06 0.36
C -1.55569 -1.24711 -0.90613 1.09 -0.87 -0.87
O -0.80249 -0.69905 -1.99208 -0.01 -0.05 -0.30
H -0.59827 0.23067 -1.89762 -0.25 0.04 0.24
H -1.12627 -2.24486 -0.79078 -0.02 -0.06 0.26
H -2.57394 -1.44327 -1.25044 -0.24 0.67 0.59
H -1.35569 -0.73340 0.03231 -0.65 0.18 -0.04
```
Forces are in eV/Å.

Results
- Charge: 0
- SMILES: CO.CO
- Electronic energy: -6297.3083 eV

# C2H8O2

A 2-piece molecular cluster, C2H8O2 overall in a non-equilibrium geometry (wB97M-V/def2-TZVPD, the OMol25 dataset).

```
12
Properties=species:S:1:pos:R:3:forces:R:3
C 0.47018 -0.64282 -2.17774 -1.58 -0.67 -0.08
O 0.32916 -1.80957 -1.30947 0.65 1.81 0.37
H 0.09274 -1.34248 -0.50005 0.09 -0.86 0.64
H 1.47109 -0.41592 -2.53257 0.23 -0.57 -0.08
H 0.12447 0.30117 -1.68639 -0.03 -0.82 -0.30
H -0.23669 -0.97098 -2.95986 0.64 1.14 -0.40
C -0.48827 1.16296 1.75889 -0.81 -0.78 -1.32
O -0.06139 -0.19724 1.67645 0.71 -0.08 0.37
H 0.21985 -0.48576 2.55524 0.04 0.02 -0.35
H -1.13194 1.22344 0.85468 0.15 0.56 0.73
H 0.29668 1.92486 1.66424 0.05 -0.37 0.30
H -1.08587 1.25233 2.65658 -0.16 0.62 0.12
```
Forces are in eV/Å.

Results
- Charge: 0
- SMILES: CO.CO
- Electronic energy: -6297.3405 eV